--- A ---
ORCA calculation (the ωB97M-V functional and the def2-TZVPD basis) on a structure of composition H20O10.

Values from the calculation:
HOMO: -0.321 Eh
gap between HOMO and LUMO: 7.705 eV

```
! wB97M-V def2-TZVPD RIJCOSX def2/J DEFGRID3
* xyz 0 1
O -11.43 14.18 -0.41
H -10.90 13.72 -1.06
H -11.67 15.00 -0.84
O -10.93 14.74 -3.37
H -10.93 14.07 -4.06
H -10.91 15.57 -3.85
O -12.29 13.46 -5.60
H -12.88 14.03 -5.12
H -11.50 13.42 -5.06
O -12.26 13.34 -2.78
H -11.87 14.21 -2.85
H -13.18 13.46 -3.04
O -11.35 11.53 -2.72
H -11.62 12.44 -2.61
H -11.44 11.36 -3.66
O -9.69 14.30 -1.79
H -9.09 15.04 -1.71
H -10.21 14.49 -2.57
O -14.20 14.07 -4.79
H -14.36 14.79 -5.40
H -14.42 14.42 -3.93
O -13.77 12.12 -4.23
H -14.49 11.94 -3.62
H -13.96 12.99 -4.57
O -15.19 12.71 -2.37
H -14.61 13.20 -1.80
H -15.10 11.80 -2.08
O -14.34 15.33 -2.93
H -14.78 16.18 -2.83
H -13.80 15.26 -2.14
*
```

--- B ---
ORCA calculation (the ωB97M-V functional and the def2-TZVPD basis) on a cluster of 10 separate species, H20O10 in total.

Values from the calculation:
SMILES string: O.O.O.O.O.O.O.O.O.O
HOMO: -0.415 Eh
gap between HOMO and LUMO: 11.547 eV

```
! wB97M-V def2-TZVPD RIJCOSX def2/J DEFGRID3
* xyz 0 1
H -2.54 0.83 1.90
H -1.86 -0.49 1.70
H -1.32 1.40 0.50
H -0.24 2.24 -0.18
H -2.43 -2.61 1.35
H -1.73 -1.94 0.19
H -0.97 1.12 -1.49
H -1.18 0.97 -3.00
H 1.84 1.65 -0.99
H 1.55 3.06 -0.51
H 2.30 -0.27 -1.78
H 1.13 0.32 -2.65
H 0.23 -1.35 1.88
H 1.34 -0.35 2.14
H 2.16 -2.56 -0.77
H 1.34 -1.62 -0.03
H -1.06 -1.17 -1.71
H -0.19 -2.32 -1.20
H 1.02 1.84 1.65
H 0.05 1.27 2.71
O -1.76 0.39 2.17
O -1.23 2.14 -0.16
O -1.65 -2.12 1.16
O -0.81 0.49 -2.22
O 1.50 2.23 -0.21
O 2.04 0.49 -2.38
O 1.18 -1.28 1.75
O 1.53 -1.85 -0.93
O -1.12 -2.11 -1.49
O 0.92 1.60 2.60
*
```

The most stable of them is B.

--- A ---
ORCA calculation (the ωB97M-V functional and the def2-TZVPD basis) on a cluster of 10 separate species, H20O10 in total.

Values from the calculation:
SMILES string: O.O.O.O.O.O.O.O.O.O
HOMO: -0.394 Eh
gap between HOMO and LUMO: 10.618 eV

```
! wB97M-V def2-TZVPD RIJCOSX def2/J DEFGRID3
* xyz 0 1
O -1.48 -0.37 -2.26
H -2.03 -0.49 -3.04
H -1.98 0.25 -1.70
O -1.80 0.77 0.07
H -2.66 1.23 0.06
H -1.11 1.47 0.06
O 2.47 2.35 2.54
H 1.79 1.66 2.75
H 2.98 2.47 3.36
O 0.96 -0.03 2.87
H 0.69 -0.14 3.79
H 1.42 -0.86 2.64
O 3.12 0.72 0.09
H 2.18 0.50 -0.06
H 3.07 1.41 0.76
O -1.81 -3.51 -1.78
H -1.66 -2.67 -1.31
H -1.59 -3.31 -2.70
O 1.40 -1.23 -2.63
H 0.97 -0.70 -1.95
H 0.81 -1.16 -3.39
O 0.42 -0.32 0.14
H 0.24 0.28 0.89
H -0.45 -0.52 -0.23
O -3.16 -1.74 0.25
H -2.74 -2.52 0.64
H -2.44 -1.08 0.19
O 0.44 2.61 0.14
H 0.65 2.23 -0.73
H 1.31 2.68 0.56
*
```

--- B ---
ORCA calculation (the ωB97M-V functional and the def2-TZVPD basis) on a cluster of 10 separate species, H20O10 in total.

Values from the calculation:
SMILES string: O.O.O.O.O.O.O.O.O.O
HOMO: -0.384 Eh
gap between HOMO and LUMO: 10.288 eV

```
! wB97M-V def2-TZVPD RIJCOSX def2/J DEFGRID3
* xyz 0 1
O -1.94 0.64 1.16
H -2.01 0.22 2.02
H -2.21 -0.15 0.62
O 1.82 -3.01 -1.10
H 2.47 -3.69 -1.29
H 1.46 -3.11 -0.21
O -1.61 1.86 -1.03
H -2.20 1.76 -0.27
H -1.04 1.08 -1.01
O 1.60 1.16 3.17
H 1.09 1.83 2.68
H 1.46 1.32 4.10
O 2.85 2.02 -3.09
H 2.18 2.55 -2.64
H 2.93 1.21 -2.57
O 0.37 -2.16 1.21
H 0.06 -1.40 1.72
H 0.44 -2.83 1.91
O 1.59 -0.42 -0.50
H 0.89 -0.63 -1.12
H 1.79 -1.32 -0.20
O -3.56 -1.23 0.16
H -3.79 -1.42 1.06
H -4.06 -0.55 -0.29
O 0.67 3.41 1.80
H -0.17 3.09 1.44
H 1.16 3.82 1.09
O -1.51 -1.95 -2.17
H -0.87 -2.19 -2.85
H -1.96 -2.76 -1.92
*
```

The most stable of them is A.

--- A ---
ORCA calculation (the ωB97M-V functional and the def2-TZVPD basis) on a cluster of 10 separate species, H20O10 in total.

Values from the calculation:
SMILES string: O.O.O.O.O.O.O.O.O.O
HOMO: -0.378 Eh
gap between HOMO and LUMO: 10.223 eV

```
! wB97M-V def2-TZVPD RIJCOSX def2/J DEFGRID3
* xyz 0 1
H 0.90 -0.44 0.13
H 0.07 0.97 -0.07
H 4.21 1.76 2.18
H 2.72 1.81 1.80
H 1.17 -3.34 0.38
H 0.32 -3.42 1.59
H 2.45 -0.70 4.15
H 3.15 -2.01 3.71
H -2.12 -0.57 -2.23
H -1.76 -1.39 -0.93
H -2.22 4.73 -0.14
H -2.07 3.16 0.05
H 1.81 4.56 0.67
H 0.26 4.21 0.73
H -4.08 1.25 2.40
H -2.89 0.45 3.00
H -1.93 -2.27 -3.05
H -1.19 -3.47 -2.31
H 1.45 -1.79 -4.75
H 0.94 -0.30 -4.43
O 0.08 -0.05 -0.11
O 3.53 1.49 1.46
O 0.86 -3.93 1.11
O 2.98 -1.10 3.52
O -1.72 -0.51 -1.28
O -2.37 3.92 -0.52
O 1.10 3.93 0.45
O -3.70 0.35 2.50
O -1.67 -3.21 -3.15
O 0.76 -1.29 -4.34
*
```

--- B ---
ORCA calculation (the ωB97M-V functional and the def2-TZVPD basis) on a cluster of 10 separate species, H20O10 in total.

Values from the calculation:
SMILES string: O.O.O.O.O.O.O.O.O.O
HOMO: -0.370 Eh
gap between HOMO and LUMO: 9.349 eV

```
! wB97M-V def2-TZVPD RIJCOSX def2/J DEFGRID3
* xyz 0 1
O 1.39 2.55 -0.29
H 1.72 3.09 -1.00
H 0.65 2.12 -0.67
O 3.63 1.31 1.02
H 4.29 1.03 0.40
H 2.94 1.63 0.45
O -2.50 -1.34 -1.83
H -3.11 -1.92 -2.31
H -2.30 -1.80 -1.06
O 0.66 -0.30 0.31
H -0.19 -0.01 0.01
H 0.76 0.19 1.14
O 2.91 -0.93 -1.11
H 2.64 -1.82 -0.95
H 2.37 -0.35 -0.54
O 0.14 -1.43 -2.51
H -0.83 -1.49 -2.36
H 0.50 -0.81 -1.91
O -2.66 -0.76 1.42
H -3.39 -0.16 1.17
H -2.36 -0.44 2.29
O -1.37 1.42 -0.52
H -2.19 1.05 -0.70
H -1.46 2.03 0.20
O 0.34 1.26 2.38
H -0.54 1.23 2.78
H 0.55 2.10 2.70
O -0.97 -2.79 0.29
H -1.43 -2.42 1.03
H -0.17 -2.26 0.17
*
```

The most stable of them is B.

--- A ---
ORCA calculation (the ωB97M-V functional and the def2-TZVPD basis) on a cluster of 10 separate species, H20O10 in total.

Values from the calculation:
SMILES string: O.O.O.O.O.O.O.O.O.O
HOMO: -0.379 Eh
gap between HOMO and LUMO: 9.661 eV

```
! wB97M-V def2-TZVPD RIJCOSX def2/J DEFGRID3
* xyz 0 1
H -0.14 0.62 0.19
H 0.35 0.60 1.53
H -4.28 -0.17 -0.96
H -5.44 0.21 -0.29
H -1.18 0.86 3.06
H -2.24 0.04 2.26
H -0.57 4.22 0.29
H 0.89 4.27 -0.25
H 2.45 1.56 -1.99
H 2.63 0.15 -2.54
H 3.08 -1.31 -1.24
H 2.58 -2.37 -2.29
H -2.73 0.51 -2.81
H -2.43 -0.99 -2.83
H -1.14 -1.88 2.17
H -0.63 -2.47 0.86
H 2.32 0.81 1.82
H 2.09 2.25 1.99
H 2.17 -3.52 1.00
H 1.27 -2.29 0.38
O 0.65 0.35 0.71
O -5.19 -0.34 -1.05
O -1.40 0.03 2.79
O -0.04 4.35 -0.44
O 3.08 0.98 -2.39
O 3.07 -2.30 -1.47
O -2.07 -0.14 -2.54
O -1.41 -2.33 1.45
O 2.74 1.52 2.33
O 1.53 -3.21 0.27
*
```

--- B ---
ORCA calculation (the ωB97M-V functional and the def2-TZVPD basis) on a cluster of 10 separate species, H20O10 in total.

Values from the calculation:
SMILES string: O.O.O.O.O.O.O.O.O.O
HOMO: -0.371 Eh
gap between HOMO and LUMO: 10.329 eV

```
! wB97M-V def2-TZVPD RIJCOSX def2/J DEFGRID3
* xyz 0 1
H -0.32 -0.22 1.00
H 0.86 -1.10 0.55
H 2.43 -0.15 2.26
H 1.47 -0.21 3.55
H -0.09 4.18 1.63
H 0.57 2.83 1.70
H -1.57 -2.77 4.43
H -2.44 -3.41 3.36
H -3.03 -0.52 0.67
H -2.20 0.43 1.56
H -1.47 2.82 -2.62
H -1.04 1.92 -3.65
H 5.75 -2.65 -1.23
H 5.00 -1.51 -0.76
H 0.55 -2.51 -0.81
H 1.35 -2.98 -2.10
H 0.05 -0.30 -2.85
H -0.87 -1.15 -3.67
H -3.09 3.33 -2.06
H -3.29 2.01 -1.21
O 0.55 -0.11 0.66
O 2.12 0.32 3.12
O 0.03 3.32 1.11
O -1.91 -2.70 3.54
O -2.37 0.13 0.64
O -0.82 2.16 -2.73
O 5.33 -2.27 -0.41
O 1.10 -2.20 -1.58
O -0.21 -1.27 -3.01
O -3.63 2.87 -1.32
*
```

--- C ---
ORCA calculation (the ωB97M-V functional and the def2-TZVPD basis) on a cluster of 10 separate species, H20O10 in total.

Values from the calculation:
SMILES string: O.O.O.O.O.O.O.O.O.O
HOMO: -0.408 Eh
gap between HOMO and LUMO: 10.659 eV

```
! wB97M-V def2-TZVPD RIJCOSX def2/J DEFGRID3
* xyz 0 1
O -3.64 2.18 -0.23
H -3.51 1.22 -0.18
H -3.54 2.49 0.68
O -3.32 -0.52 -1.04
H -3.41 -0.34 -1.97
H -2.39 -0.41 -0.81
O -0.48 0.03 0.45
H 0.00 0.81 0.69
H -0.91 -0.28 1.26
O 2.25 -0.68 0.67
H 1.42 -0.28 0.92
H 2.16 -1.61 0.45
O 2.31 -2.23 -2.41
H 2.01 -1.45 -2.86
H 2.78 -2.00 -1.61
O 0.56 3.09 1.32
H 0.47 2.38 1.93
H 1.50 3.11 1.11
O 2.77 1.54 -1.18
H 1.95 1.48 -1.70
H 2.78 0.86 -0.50
O -0.21 2.17 -1.82
H -0.05 2.27 -0.89
H -0.98 2.59 -2.17
O 0.84 -3.78 1.39
H 0.48 -2.98 1.04
H 0.06 -4.31 1.56
O -0.92 -1.79 2.45
H -1.68 -2.31 2.74
H -0.36 -1.72 3.23
*
```

The most stable of them is C.